Entry 1:
63
Properties=species:S:1:pos:R:3 method="wB97M-V/def2-TZVPD" relative_energy_ev=0.0000 homo_energy_ev=-10.21 total_energy_ev=-39979.566 charge=+1 lumo_energy_ev=-2.148 spin_multiplicity=1
O -1.7872 -0.3598 -7.0435
O -0.3225 2.1768 -4.5720
O -1.9611 3.5867 7.3327
O 1.4864 0.3938 2.2288
O 0.6090 -2.1782 1.3671
C -0.7541 -0.9879 -7.2197
C 0.1543 1.4814 -5.4586
C 1.5136 -0.9625 -1.8007
C 1.3373 -0.0783 -2.8331
C 0.9198 0.9880 -0.9371
C -0.9214 1.4132 6.8035
C -1.8377 2.8428 5.0968
C -0.5861 0.4694 5.8283
C -1.5007 1.9028 4.1171
C -1.5665 2.6113 6.4479
C -0.8754 0.7002 4.4751
N 1.2490 -0.2807 -0.6247
N 0.5870 2.0896 -6.5715
N -1.0520 -1.6644 3.8662
N 0.2956 -0.8844 -6.4004
N 0.9590 1.1326 -2.2792
C -1.9218 3.2852 8.7352
C -0.6159 -1.9140 -8.4054
C 1.3709 1.5713 -7.6951
C -0.5284 -4.0095 3.3050
C -0.5660 -0.3457 3.4309
C 0.9394 -0.5395 3.1807
C 1.0123 -2.0060 2.7444
C 0.0229 -2.6506 3.7300
C 1.5042 -0.3849 -4.3104
C 0.2846 -0.0402 -5.1937
H 1.6104 1.2542 2.6757
H 0.3748 -3.1137 1.2175
H 1.7951 -2.0054 -1.8871
H 0.5972 1.7397 -0.2230
H -0.6835 1.1870 7.8365
H -2.3354 3.7667 4.8187
H -0.1230 -0.4661 6.1283
H -1.7505 2.1089 3.0812
H 1.2343 -0.6813 0.3267
H 0.3487 3.0699 -6.6089
H -1.8844 -1.9362 3.3433
H 1.1167 -1.4258 -6.6194
H 0.6068 1.9281 -2.8183
H -2.3696 4.1079 9.3005
H -0.8892 3.1604 9.0760
H -2.4869 2.3737 8.9557
H -1.5034 -1.8160 -9.0311
H 0.2643 -1.6475 -8.9871
H -0.5356 -2.9419 -8.0564
H 2.1505 0.8920 -7.3484
H 1.8483 2.4022 -8.2185
H 0.7182 1.0578 -8.4033
H -1.1263 -3.9214 2.3932
H 0.2895 -4.7140 3.1257
H -1.1665 -4.4150 4.0963
H -1.0509 -0.0826 2.4842
H 1.4857 -0.4362 4.1252
H 2.0200 -2.4084 2.8952
H 0.5243 -2.7676 4.6980
H 1.7024 -1.4552 -4.3965
H 2.3857 0.1392 -4.6860
H -0.6162 -0.3117 -4.6385


Entry 2:
11
Properties=species:S:1:pos:R:3 method="wB97M-V/def2-TZVPD" homo_energy_ev=-19.60 total_energy_ev=-12936.592 charge=+2 lumo_energy_ev=-11.165 spin_multiplicity=1
O 1.6261 1.2140 -1.8363
C 1.8228 1.2079 -2.9502
C 0.4566 -1.0028 0.9781
C 0.7646 -1.5875 -0.0749
H 1.4372 -2.0877 -0.7538
Li 1.4504 1.0330 0.2413
O -1.0159 -1.2974 0.8200
C -1.5312 -0.0761 0.6621
O -2.7123 0.1635 0.9400
O -0.6237 0.8239 0.8333
Be -1.6748 1.6093 1.1405


Entry 3:
17
Properties=species:S:1:pos:R:3 method="wB97M-V/def2-TZVPD" smiles=C[C@@H]1O[C@H](C)[C@H]1O relative_energy_ev=2.0141 homo_energy_ev=-9.83 total_energy_ev=-9441.029 charge=0 lumo_energy_ev=0.994 spin_multiplicity=1
C 1.7761 -1.1224 -1.1047
C 0.8502 0.0299 -0.8155
O 0.9936 0.5308 0.5352
C -0.4188 0.7516 0.6296
C -1.0363 0.4389 1.9721
C -0.6436 -0.1959 -0.5639
O -1.5767 0.2310 -1.5131
H 1.6484 -1.4689 -2.1367
H 2.8146 -0.8016 -0.9728
H 1.5754 -1.9510 -0.4174
H 0.9785 0.8423 -1.5498
H -0.6453 1.8072 0.3565
H -0.4948 0.9435 2.7778
H -2.0798 0.7784 2.0042
H -1.0124 -0.6388 2.1491
H -0.8718 -1.2244 -0.2517
H -1.8573 1.0493 -1.0988


Entry 4:
21
Properties=species:S:1:pos:R:3 method="wB97M-V/def2-TZVPD" relative_energy_ev=0.5588 homo_energy_ev="-11.45 / -11.11" total_energy_ev=-19522.760 s2=2.0300 charge=+1 lumo_energy_ev="-4.434 / -4.373" spin_multiplicity=3
C -0.2676 -1.9712 -1.2999
W 0.7271 -0.0091 -0.5579
N 2.2614 1.1529 -1.4939
H 1.3675 -1.3817 0.2809
H 1.9783 1.5900 -2.3926
H 0.6110 -1.9717 -0.5316
H 0.1880 -2.5908 -2.0750
H -0.5975 -0.9412 -1.7327
H -1.0718 -2.4402 -0.7381
H 2.6412 1.9343 -0.9178
H 3.0617 0.5480 -1.7069
C -1.7522 -0.5526 1.7641
S -0.1773 0.2307 1.4726
C -0.6680 1.7221 0.5201
O 0.2309 0.6943 2.8472
H -2.5329 -0.0285 1.2029
H -1.9507 -0.4730 2.8342
H -1.7311 -1.6100 1.4788
H -1.7442 1.7633 0.5402
H -0.2584 2.5563 1.0691
H -0.3155 1.7783 -0.5636